1.
Molecular formula: C26H26Cl2IN6PrS2
Method: DFT, ωB97M-V/def2-TZVPD

Element x y z (Å)
Pr (-0.25806, 1.12008, 1.17549)
C (-4.00281, 1.75494, -3.05806)
S (-2.83161, 3.13425, -3.05957)
C (-2.04416, 2.64290, -1.46316)
S (-0.68401, 1.70783, -1.65938)
N (-2.77086, 2.95193, -0.37051)
N (-2.15037, 2.57900, 0.77728)
C (-2.73557, 3.07581, 1.88528)
C (-2.23931, 2.80040, 3.16741)
C (-2.95305, 2.99429, 4.39451)
C (-2.27836, 2.88544, 5.59745)
C (-0.87689, 2.54923, 5.54713)
C (-0.22290, 2.40549, 4.33936)
N (-0.92558, 2.45606, 3.20566)
H (-3.43864, 0.93223, -3.43250)
H (-4.82151, 2.00246, -3.72349)
H (-4.40216, 1.54367, -2.02118)
H (-3.72277, 3.48612, 1.78640)
H (-4.03250, 3.28289, 4.42342)
H (-2.81797, 2.90597, 6.53888)
H (-0.38860, 2.42067, 6.54004)
H (0.84408, 2.19506, 4.26179)
C (2.75710, -2.86130, -1.53569)
C (1.84781, -2.61664, -2.68083)
C (2.34497, -1.96663, -3.82590)
C (1.55912, -1.85542, -5.00871)
C (2.26320, -1.39306, -6.26861)
C (0.23794, -2.29253, -4.94352)
C (-0.35734, -2.73772, -3.76404)
C (-1.83115, -3.01043, -3.68421)
C (0.50393, -2.96542, -2.67304)
H (2.74479, -2.01000, -0.87325)
H (3.81457, -2.92217, -1.94439)
H (2.32101, -3.78612, -1.08366)
H (3.44264, -1.65234, -3.79891)
H (2.74575, -0.43601, -6.12537)
H (1.62165, -1.48994, -7.07800)
H (3.16109, -2.06598, -6.36856)
H (-0.41210, -2.18688, -5.83111)
H (-2.33870, -2.19046, -3.20464)
H (-2.11195, -3.97436, -3.21840)
H (-2.17845, -2.96739, -4.74772)
H (0.00262, -3.30826, -1.75167)
I (-2.69995, -2.21501, 5.85255)
C (-2.55989, -1.42478, 3.87704)
C (-3.62190, -1.28120, 2.93497)
N (-3.08674, -0.86719, 1.76229)
N (-1.69967, -0.73360, 1.81534)
C (-1.34546, -1.17921, 3.09243)
H (-4.70824, -1.32098, 3.11587)
H (-3.58133, -0.98238, 0.87871)
H (-0.34235, -1.36906, 3.44173)
Cl (3.28169, -1.93302, 2.94194)
C (3.83156, -0.44310, 2.13148)
C (5.18938, -0.38043, 1.81824)
C (5.76990, 0.78460, 1.27844)
C (4.86973, 1.89667, 0.94352)
C (3.54402, 1.83037, 1.27696)
Cl (2.42102, 3.15411, 1.11246)
C (2.90789, 0.63336, 1.82283)
N (1.70454, 0.35022, 2.00871)
H (5.72186, -1.32945, 1.96640)
H (6.80429, 0.91882, 1.13728)
H (5.21475, 2.75358, 0.34874)

Results
Multiplicity: 3
E (a.u.): -3866.24423
Relative energy (zero: lowest compared OMol25 entry of this formula, charge and spin) (kcal/mol): 86.2
HOMO energy (spin up / spin down) (eV): -5.7 / -5.7

Mulliken population analysis, charges in e, atoms 1 to 4: 0.5582, -0.6136, -0.0874, 0.3873



2.
Molecular formula: C25H48EuGeN5O8S
Method: DFT, ωB97M-V/def2-TZVPD

Element x y z (Å)
Eu (1.16143, 0.31370, 0.57401)
C (4.78013, -1.96407, -0.03472)
C (4.74152, -0.44399, 0.11020)
C (4.87124, -0.04135, 1.57246)
C (5.86477, 0.19303, -0.71072)
O (3.48528, 0.06311, -0.34417)
Ge (2.78446, -0.23717, -2.04797)
O (1.36329, -1.25933, -1.33986)
C (0.91046, -2.42898, -2.02741)
C (-0.15245, -3.10408, -1.16739)
C (0.31934, -2.01683, -3.37737)
C (2.06758, -3.41035, -2.22051)
O (1.65657, 1.26838, -1.69933)
C (2.00739, 2.60752, -2.04202)
C (0.77136, 3.45741, -1.74687)
C (2.34115, 2.68436, -3.53218)
C (3.18721, 3.10660, -1.21028)
H (5.72708, -2.35803, 0.34691)
H (3.94817, -2.41042, 0.51171)
H (4.70169, -2.24476, -1.09022)
H (5.81485, -0.41386, 1.98342)
H (4.83174, 1.04489, 1.67274)
H (4.04278, -0.45963, 2.14224)
H (6.83736, -0.14266, -0.34037)
H (5.78461, -0.08302, -1.76473)
H (5.81912, 1.28049, -0.62996)
H (-0.88447, -2.37442, -0.82396)
H (-0.66372, -3.87641, -1.75020)
H (0.29291, -3.56890, -0.28842)
H (-0.55547, -1.38145, -3.22884)
H (1.05191, -1.45558, -3.96221)
H (0.02356, -2.89870, -3.95272)
H (2.52610, -3.61094, -1.25167)
H (1.69305, -4.35349, -2.62808)
H (2.82361, -3.01572, -2.90448)
H (-0.06354, 3.12722, -2.36967)
H (0.48222, 3.34940, -0.69913)
H (0.96890, 4.51365, -1.95090)
H (1.51504, 2.27884, -4.12043)
H (2.50941, 3.72339, -3.82910)
H (3.24044, 2.11164, -3.76533)
H (3.00363, 2.94540, -0.14423)
H (4.10224, 2.57561, -1.48050)
H (3.34143, 4.17501, -1.38825)
C (-2.26114, 0.33778, 3.43941)
C (-1.59359, -0.88587, 2.91986)
N (-0.45693, -0.90546, 2.29099)
C (-0.06107, -2.24792, 2.18766)
C (-1.08408, -3.07416, 2.73846)
N (-2.03623, -2.14504, 3.19888)
C (-1.33022, -4.45130, 2.89451)
O (-0.38711, -5.32488, 2.43985)
O (-2.36877, -4.89693, 3.42844)
C (1.29759, -2.53133, 1.83812)
O (1.71883, -3.71661, 1.74308)
O (2.05586, -1.49272, 1.62822)
H (-1.74557, 1.20129, 3.02368)
H (-2.17266, 0.36790, 4.52930)
H (-3.32367, 0.38077, 3.18533)
H (-2.85986, -2.42579, 3.70022)
H (0.41299, -4.80666, 2.12397)
C (-3.94398, 3.79979, 0.36916)
C (-3.75382, 2.73557, 1.45218)
N (-4.22306, 1.40389, 1.10415)
C (-5.65311, 1.17401, 1.12945)
C (-6.36264, 1.33200, -0.21620)
C (-3.42990, 0.60339, 0.28311)
C (-3.80851, -0.80112, -0.03633)
N (-2.28101, 1.01254, -0.14762)
H (-3.53839, 3.46404, -0.58593)
H (-4.99804, 4.04757, 0.22470)
H (-3.41481, 4.71156, 0.65091)
H (-4.28201, 3.03467, 2.36225)
H (-2.69827, 2.67462, 1.72094)
H (-6.06669, 1.87962, 1.85307)
H (-5.86434, 0.17791, 1.52893)
H (-6.27986, 2.35107, -0.59330)
H (-7.42227, 1.08206, -0.12217)
H (-5.92408, 0.66481, -0.95916)
H (-4.77855, -1.08917, 0.35722)
H (-3.04645, -1.46591, 0.38804)
H (-3.79345, -0.96162, -1.11892)
H (-1.86802, 1.86921, 0.25158)
C (-1.28177, 0.29757, -0.83495)
H (-1.63931, -0.58118, -1.35936)
H (-0.72941, 0.97984, -1.47853)
O (-0.45615, 2.17432, 1.25327)
S (0.67970, 2.79108, 2.20203)
N (1.97841, 1.98931, 1.96199)

Results
Multiplicity: 7
E (a.u.): -5042.66146
Total charge: -2
HOMO energy (spin up / spin down) (eV): 1.1 / -1.6

Mulliken population analysis, charges in e, atoms 1 to 4: 0.0853, -1.5077, 1.6215, -1.6496



3.
Molecular formula: C21H33CrN11O2S3
Method: DFT, ωB97M-V/def2-TZVPD

Element x y z (Å)
Cr (-1.30431, -0.61325, -0.77556)
N (-5.07273, 0.83534, -0.34361)
C (-3.94715, 0.23898, -0.72441)
O (-2.87141, 0.49342, -0.14789)
C (-3.93873, -0.76272, -1.84403)
C (-2.50601, -0.89547, -2.34062)
H (-5.06159, 1.45229, 0.45282)
H (-5.94274, 0.64340, -0.80769)
H (-4.65812, -0.48096, -2.61925)
H (-4.28047, -1.71067, -1.41792)
H (-2.24718, -0.13857, -3.08143)
H (-2.29013, -1.89082, -2.72797)
C (3.29769, -0.32430, -4.48222)
C (3.60948, -0.59064, -3.01189)
C (2.46921, -1.27410, -2.31777)
N (1.33973, -0.72158, -2.09806)
N (0.42926, -1.55543, -1.45591)
C (0.93245, -2.76162, -1.25394)
N (0.28892, -3.79814, -0.70446)
S (2.56393, -2.92023, -1.78123)
H (4.12651, 0.19144, -4.96359)
H (2.40352, 0.29041, -4.57683)
H (3.12082, -1.25602, -5.01874)
H (3.80842, 0.34297, -2.48179)
H (4.50920, -1.19951, -2.91365)
H (-0.72433, -3.78187, -0.67214)
H (0.74335, -4.69336, -0.68036)
C (-5.36667, -5.28872, 0.43352)
C (-3.84754, -5.33061, 0.29007)
C (-3.20650, -4.01547, 0.59265)
N (-2.53402, -3.34187, -0.26649)
N (-2.05591, -2.14533, 0.23530)
C (-2.32852, -1.94687, 1.56871)
N (-1.88227, -0.92968, 2.19702)
S (-3.34195, -3.26646, 2.16336)
H (-5.79826, -6.26394, 0.21770)
H (-5.80209, -4.56674, -0.25765)
H (-5.66660, -5.00843, 1.44294)
H (-3.56038, -5.59263, -0.72918)
H (-3.43210, -6.09321, 0.95264)
H (-0.06735, -0.02369, 1.89649)
H (-2.15606, -0.90256, 3.17224)
C (4.54514, 2.63880, 4.48853)
C (3.36830, 1.71895, 4.40464)
C (2.87870, 1.02917, 5.50548)
C (1.78383, 0.21073, 5.30333)
N (1.20291, 0.06047, 4.11532)
C (1.74754, 0.76960, 3.13674)
S (1.05571, 0.64865, 1.51099)
N (2.78680, 1.59272, 3.20842)
H (5.04029, 2.57239, 5.45455)
H (4.21905, 3.66805, 4.33369)
H (5.25760, 2.40204, 3.69984)
H (3.33535, 1.12496, 6.47873)
H (1.35492, -0.35421, 6.12272)
N (-0.47722, 1.14534, -1.30376)
C (0.21201, 2.06742, -1.17127)
N (0.97507, 3.10664, -1.05263)
C (0.84857, 4.00702, 0.11016)
C (1.20975, 5.40799, -0.34484)
O (2.49374, 5.42760, -0.93919)
C (2.53036, 4.62981, -2.10444)
C (2.25946, 3.17527, -1.76712)
H (1.52770, 3.66191, 0.89428)
H (-0.17335, 3.95309, 0.48244)
H (1.24676, 6.07954, 0.51175)
H (0.46275, 5.78279, -1.05680)
H (3.52613, 4.73645, -2.53251)
H (1.79193, 4.99153, -2.83202)
H (3.04432, 2.78331, -1.11291)
H (2.19449, 2.55916, -2.66327)

Results
Multiplicity: 2
E (a.u.): -3811.64214
Relative energy (zero: lowest compared OMol25 entry of this formula, charge and spin) (kcal/mol): 26.0
Total charge: +1
HOMO energy (spin up / spin down) (eV): -10.3 / -10.2

Mulliken population analysis, charges in e, atoms 1 to 4: -0.2225, -0.4133, 0.8433, -0.5178



4.
Molecular formula: C16H30IrNOP
Method: DFT, ωB97M-V/def2-TZVPD

Element x y z (Å)
C (0.64861, 2.88598, -2.59336)
C (-0.60826, 2.53208, -2.12875)
C (-0.78059, 1.42782, -1.28022)
C (0.37250, 0.84829, -0.71831)
C (1.62896, 1.14347, -1.26678)
C (1.77229, 2.16902, -2.19173)
C (-2.20041, 1.06302, -0.96177)
C (-2.59623, -0.35653, -0.55318)
N (-1.79172, -1.44365, -1.19867)
Ir (0.46433, -0.28218, 1.02011)
C (2.81261, 0.31393, -0.89734)
P (2.13639, -1.12146, 0.03522)
H (-1.48561, 3.10450, -2.44583)
H (2.75772, 2.38540, -2.59462)
H (0.76491, 3.72359, -3.27436)
H (3.56704, 0.83952, -0.29703)
H (3.31989, -0.05916, -1.79501)
H (-2.53978, 1.70574, -0.13448)
H (-2.82997, 1.36914, -1.81108)
H (-2.53427, -0.49851, 0.52900)
C (3.53666, -1.80661, 0.90551)
C (1.88473, -2.30704, -1.31683)
H (-3.62268, -0.56565, -0.87493)
C (-1.77526, -1.34474, -2.69650)
C (-2.34836, -2.78422, -0.76703)
H (1.83592, 0.11737, 1.96571)
H (-2.70367, -1.77859, -3.08020)
H (-1.68733, -0.29928, -2.99727)
H (-0.93133, -1.92894, -3.07823)
H (-2.99392, -3.16343, -1.56781)
H (-1.51564, -3.47354, -0.57204)
H (-2.95253, -2.63020, 0.13265)
H (2.87093, -2.65855, -1.64477)
H (1.31787, -3.16152, -0.92814)
H (1.36974, -1.86659, -2.17952)
H (4.40099, -1.84685, 0.23320)
H (3.76047, -1.17691, 1.77046)
H (3.27040, -2.81714, 1.23371)
H (-0.80594, -1.43142, -0.88805)
C (0.60590, 0.92488, 4.10796)
C (-0.78528, 0.86259, 3.52166)
C (-1.42825, 2.25617, 3.53773)
O (-0.90099, 0.26385, 2.21327)
H (1.20247, 1.63684, 3.52964)
H (1.08952, -0.04999, 4.06550)
H (0.57274, 1.25554, 5.14911)
H (-1.41427, 0.21003, 4.15738)
H (-0.76983, 2.96060, 3.00451)
H (-2.40913, 2.24767, 3.04859)
H (-1.55234, 2.60563, 4.57296)

Results
Multiplicity: 6
E (a.u.): -1202.48872
Total charge: +2
HOMO energy (spin up / spin down) (eV): -11.8 / -15.6

natural (NBO) population analysis, charges in e, atoms 1 to 4: -0.2479, -0.0587, 0.1305, -0.4337



5.
Molecular formula: C23H40INO9
Method: DFT, ωB97M-V/def2-TZVPD

Element x y z (Å)
C (-0.78735, -3.64311, 4.26036)
O (-0.29311, -4.29759, 3.10697)
C (0.65108, -3.56887, 2.33349)
C (2.02368, -3.49311, 2.99021)
C (2.79359, -4.80542, 2.86167)
C (4.00186, -4.95859, 3.78294)
C (5.19535, -4.07697, 3.44133)
N (4.91562, -2.65257, 3.62895)
C (4.98022, -2.20276, 5.02580)
C (5.52536, -1.79832, 2.70574)
C (5.01647, -0.37574, 2.71858)
O (6.34066, -2.17824, 1.89316)
C (0.11642, -2.18522, 1.96013)
O (0.67660, -1.65113, 0.76475)
C (0.45160, -2.32623, -0.41086)
I (-1.64518, -2.47333, -0.94655)
H (-0.05707, -2.95299, 4.69288)
H (-1.01012, -4.40889, 5.00141)
H (-1.70668, -3.09215, 4.04252)
H (0.75416, -4.17233, 1.42741)
H (1.92039, -3.21609, 4.04498)
H (2.57518, -2.67839, 2.51688)
H (3.12043, -4.93012, 1.82299)
H (2.09680, -5.62148, 3.07383)
H (3.69637, -4.81110, 4.82532)
H (4.35239, -5.99220, 3.71519)
H (6.05939, -4.37854, 4.04655)
H (5.48330, -4.22371, 2.40264)
H (4.97184, -3.08016, 5.66877)
H (4.12137, -1.58972, 5.30367)
H (5.89243, -1.63644, 5.23032)
H (4.48405, -0.12411, 3.63270)
H (5.83446, 0.32120, 2.54942)
H (4.31749, -0.28491, 1.88453)
H (-0.97490, -2.20292, 1.88670)
H (0.39013, -1.45846, 2.72601)
H (0.82027, -3.34899, -0.42401)
H (0.90256, -1.75020, -1.20984)
O (-4.90559, 2.82822, -0.69675)
C (-3.72636, 2.62478, -0.71393)
C (-2.60678, 3.57943, -1.07821)
C (-1.42062, 2.65154, -1.31421)
C (-1.75825, 1.48055, -0.39791)
O (-3.19830, 1.42442, -0.37225)
H (-2.44508, 4.25762, -0.23775)
H (-2.88148, 4.16192, -1.95376)
H (-0.45341, 3.10059, -1.10300)
H (-1.42032, 2.31718, -2.35263)
H (-1.40155, 1.63082, 0.62380)
H (-1.41058, 0.52170, -0.76904)
O (-2.74013, 1.58380, -6.34953)
C (-3.12868, 0.62295, -5.75461)
C (-3.78168, -0.63207, -6.30636)
C (-4.40830, -1.26950, -5.07030)
C (-3.47917, -0.77559, -3.96610)
O (-3.02070, 0.51493, -4.40783)
H (-2.99483, -1.25227, -6.74109)
H (-4.48631, -0.36850, -7.09038)
H (-4.47523, -2.35456, -5.10733)
H (-5.41135, -0.87009, -4.91560)
H (-2.60869, -1.42129, -3.83740)
H (-3.96567, -0.64223, -3.00240)
O (-0.22232, 5.62145, -2.84099)
C (-1.11287, 6.41883, -2.82477)
C (-1.92912, 6.94868, -3.98796)
C (-2.60883, 8.18122, -3.39970)
C (-2.70765, 7.80376, -1.92460)
O (-1.56153, 6.97219, -1.67022)
H (-2.64641, 6.17475, -4.27023)
H (-1.28136, 7.14707, -4.83723)
H (-3.57677, 8.41229, -3.83843)
H (-1.96358, 9.05287, -3.51594)
H (-3.60633, 7.22164, -1.70792)
H (-2.66128, 8.65082, -1.24503)

Results
E (a.u.): -1930.00355
HOMO energy (eV): -9.3

Mulliken population analysis, charges in e, atoms 1 to 4: -0.7761, -0.4752, 0.7827, 0.3207



Q: Look up the E of the second one.
A: -5042.66146 a.u.



Q: Which of these has the lowest E?
A: C25H48EuGeN5O8S



Q: The highest E belongs to which entry?
A: C16H30IrNOP



Q: The highest E belongs to which entry?
A: C16H30IrNOP